1.
This record from the Open Molecules 2025 dataset describes a structure of composition C19H16O3S3SbSn. The level of theory is wB97M-V/def2-TZVPD.

XYZ file:
```
43
Properties=species:S:1:pos:R:3
Sn 1.4668 1.6994 1.5245
C 1.0466 -0.1944 4.2566
C 2.3893 0.2352 4.3284
C 2.4001 1.6393 4.3979
C 1.0521 2.0887 4.3786
C 0.2195 0.9415 4.2843
H 0.7180 -1.2240 4.2014
H 3.2553 -0.4122 4.3678
H 3.2723 2.2675 4.5174
H 0.7206 3.1143 4.4719
H -0.8622 0.9490 4.2609
S 5.4556 4.3108 -0.2212
Sb 3.4138 3.4958 -0.8775
S 3.3511 1.1378 -0.1757
S 1.7911 4.0924 0.8831
O 0.6516 -0.4203 -0.0201
C -0.6307 -0.3467 -0.6262
C -1.4488 0.7766 0.1384
O -2.6692 0.7805 -0.0125
O -0.7394 1.6166 0.7653
C -1.2462 -1.7472 -0.5826
C -0.4731 -2.7890 -1.0979
C -0.9017 -4.1046 -1.0308
C -2.1261 -4.4064 -0.4474
C -2.9049 -3.3797 0.0623
C -2.4729 -2.0578 -0.0064
C -0.5904 0.2128 -2.0438
C -1.5844 -0.1135 -2.9651
C -1.6131 0.4855 -4.2147
C -0.6420 1.4124 -4.5729
C 0.3483 1.7464 -3.6607
C 0.3714 1.1532 -2.4057
H 1.3566 -0.4241 -0.6849
H 0.4839 -2.5595 -1.5517
H -0.2728 -4.8954 -1.4230
H -2.4606 -5.4356 -0.3814
H -3.8552 -3.6066 0.5319
H -3.0856 -1.2577 0.3815
H -2.3485 -0.8278 -2.6851
H -2.4092 0.2388 -4.9079
H -0.6680 1.8842 -5.5482
H 1.1013 2.4837 -3.9107
H 1.1397 1.4401 -1.6979
```

Properties
Largest force on an atom = 0.0109 Eh/bohr
Multiplicity = 2
HOMO (spin up / spin down) = -1.49 / -1.48 eV
⟨S²⟩ = 0.76
Gap between HOMO and LUMO (spin up / spin down) = 5.90 / 5.08 eV
Total charge = -2
E = -2608.5845 a.u.

Mulliken atomic charge list, values in e, 5 entries: 1.306, -0.416, -0.457, -0.741, -0.705

2.
This record from the Open Molecules 2025 dataset describes a cluster of 4 separate species, CH9NO4 in total. The level of theory is wB97M-V/def2-TZVPD.

XYZ file:
```
15
Properties=species:S:1:pos:R:3
C -1.3257 -0.1649 1.6186
N -0.5323 0.4925 0.6589
O -1.0667 0.2533 2.7162
H -2.1202 -0.9113 1.2532
H -0.5001 0.3117 -0.3418
H 0.1704 1.1320 0.9687
H 1.2459 -0.5888 1.6831
H 2.5935 -1.1969 1.7647
O 2.1393 -0.3990 1.5591
H -2.0121 -0.9665 -2.5667
H -0.8842 -0.1621 -2.0642
O -1.8326 -0.1516 -2.0471
H 1.5025 1.2280 -2.2884
H 1.6950 0.4422 -1.2144
O 0.9272 0.6813 -1.6999
```

Properties
Largest force on an atom = 0.0865 Eh/bohr
Multiplicity = 2
HOMO (spin up / spin down) = 0.70 / -6.56 eV
⟨S²⟩ = 0.75
Gap between HOMO and LUMO (spin up / spin down) = 3.02 / 10.12 eV
Total charge = -1
E = -399.1690 a.u.

natural (NBO) atomic charge list, values in e, 5 entries: 0.490, -0.855, -0.647, 0.135, 0.415

3.
This record from the Open Molecules 2025 dataset describes a cluster of 2 separate species, C2H8P2S in total. The level of theory is wB97M-V/def2-TZVPD.

XYZ file:
```
13
Properties=species:S:1:pos:R:3
C -1.2016 0.2798 2.2389
C 1.2773 0.0435 -2.1542
P -1.8597 -1.4813 -0.2354
P -1.7356 -1.4118 1.7845
S 1.0237 0.8561 -0.5785
H -0.0729 0.3062 2.4360
H -1.2636 1.0652 1.5151
H -1.7132 0.4553 3.0980
H 0.7665 0.4860 -3.0791
H 2.4032 0.1975 -2.3356
H 1.2099 -1.0885 -2.0263
H -1.1318 -0.3115 -0.4723
H 2.2978 0.6038 -0.1911
```

Properties
Largest force on an atom = 0.0816 Eh/bohr
Multiplicity = 1
HOMO = -8.96 eV
Gap between HOMO and LUMO = 8.48 eV
E = -1161.8072 a.u.

natural (NBO) atomic charge list, values in e, 5 entries: -0.962, -0.779, -0.040, 0.329, -0.034

4.
This record from the Open Molecules 2025 dataset describes a cluster of 2 separate species, C10H27BNO7PSi in total. The level of theory is wB97M-V/def2-TZVPD.

XYZ file:
```
48
Properties=species:S:1:pos:R:3
C 4.3053 -2.0169 -1.7511
O 3.8673 -2.9546 -2.7228
B 2.7311 -2.8556 -3.4335
O 2.6015 -3.6076 -4.5606
O 1.6666 -1.9586 -3.1497
C 0.9955 -1.9500 -1.9733
O 1.3027 -2.6757 -1.0501
N -0.0953 -1.1090 -1.9998
P -1.0728 -1.3907 -0.5182
C -2.6339 -0.6566 -1.1081
O -1.5290 -2.9558 -0.7691
Si 0.1360 0.6468 -2.3874
C 1.8567 0.9800 -3.0534
C -0.1276 1.6740 -0.8371
C -1.1100 1.1395 -3.6912
H 4.8928 -2.5515 -1.0088
H 3.4703 -1.5320 -1.2467
H 4.9304 -1.2663 -2.2382
H 1.7381 -3.5106 -4.9694
H -3.4093 -1.1439 -0.5107
H -2.6598 0.4143 -0.8857
H -2.8438 -0.8349 -2.1613
H -0.8256 -3.5179 -1.1085
H 1.8128 1.1304 -4.1335
H 2.2203 1.9078 -2.6034
H 2.5986 0.2103 -2.8558
H 0.6615 2.4291 -0.8034
H -0.0963 1.1278 0.1083
H -1.0823 2.2033 -0.8883
H -2.0150 0.5329 -3.6361
H -0.6855 0.9899 -4.6867
H -1.3978 2.1893 -3.5953
C -0.2640 0.8957 6.0525
O -1.4679 1.6022 5.8255
C -1.3495 2.6467 4.8773
C -1.8894 2.2460 3.5212
O -1.1191 1.2180 2.9265
C -1.7011 -0.0686 3.0276
H -0.5069 0.0470 6.6893
H 0.1742 0.5328 5.1192
H 0.4709 1.5244 6.5674
H -0.3025 2.9535 4.7760
H -1.9196 3.5036 5.2487
H -1.8611 3.1157 2.8571
H -2.9336 1.9302 3.6233
H -2.5993 -0.1394 2.4024
H -1.9681 -0.3149 4.0584
H -0.9667 -0.7799 2.6564
```

Properties
SMILES string = COB(O)OC(=O)N(P(C)O)[Si](C)(C)C.COCCOC
Largest force on an atom = 0.0180 Eh/bohr
Multiplicity = 1
HOMO = -8.65 eV
Gap between HOMO and LUMO = 9.12 eV
E = -1634.5570 a.u.

natural (NBO) atomic charge list, values in e, 5 entries: -0.238, -0.702, 1.290, -0.877, -0.739

5.
This record from the Open Molecules 2025 dataset describes a cluster of 2 separate species, C6H9N2O2 in total. The level of theory is wB97M-V/def2-TZVPD.

XYZ file:
```
19
Properties=species:S:1:pos:R:3
C 2.9110 1.7771 -1.5057
C 1.8683 -1.2038 0.2172
C 0.9824 0.7649 -0.4314
C 2.2749 0.6387 -0.8389
N 0.7622 -0.4496 0.1863
N 2.8933 -0.4951 -0.3097
H -0.1804 -0.6027 0.7175
H 2.0411 -2.0757 0.8000
H 0.1928 1.4724 -0.5373
H 2.2337 2.5525 -2.1068
H 3.6844 1.3858 -2.1317
H 3.4285 2.4092 -0.8423
C -3.5381 -0.9259 0.3635
C -2.8693 -0.9729 1.7600
O -1.6078 -0.8954 1.6367
O -3.6238 -0.8258 2.7608
H -3.9101 -1.8109 0.1891
H -3.0174 -0.3580 -0.4115
H -4.5256 -0.3850 0.4842
```

Properties
Largest force on an atom = 0.1099 Eh/bohr
Multiplicity = 1
HOMO = -4.74 eV
Gap between HOMO and LUMO = 8.28 eV
Total charge = -1
E = -494.0622 a.u.

natural (NBO) atomic charge list, values in e, 5 entries: -0.619, 0.150, -0.125, 0.059, -0.522

6.
This record from the Open Molecules 2025 dataset describes a cluster of 11 separate species, C54H128N6O16 in total. The level of theory is wB97M-V/def2-TZVPD.

XYZ file:
```
204
Properties=species:S:1:pos:R:3
C -7.3724 0.4909 -2.4982
C -6.9325 -0.9639 -2.8069
C -5.5208 -0.9137 -3.4425
C -6.8920 -1.7547 -1.4688
C -8.3126 -2.2754 -1.0707
C -8.8914 -3.1123 -2.2288
C -9.0597 -2.3280 -3.5733
C -9.2492 -3.3499 -4.7402
C -10.3328 -1.4915 -3.3827
N -7.7770 -1.6147 -3.9101
O -7.7853 -0.9429 -5.1634
H -8.1775 0.5309 -1.7646
H -6.5122 1.0656 -2.1548
H -7.5494 1.0012 -3.4449
H -5.1227 -1.9159 -3.6012
H -5.3395 -0.2820 -4.3121
H -4.8692 -0.4367 -2.7103
H -6.2747 -2.6475 -1.5678
H -6.4434 -1.2012 -0.6439
H -8.5611 -2.8936 -0.2081
H -8.9689 -1.4339 -0.8486
H -9.8756 -3.3161 -1.8070
H -8.2548 -3.9837 -2.3825
H -9.9496 -3.0023 -5.4995
H -9.5556 -4.3436 -4.4133
H -8.2968 -3.6258 -5.1931
H -11.1039 -2.2520 -3.2598
H -10.5601 -0.7094 -4.1072
H -10.3606 -0.8940 -2.4715
H -8.3591 -0.1937 -4.9876
C 5.9134 7.9608 5.2749
C 4.9164 6.7532 5.2983
C 5.2750 5.6388 4.2871
C 5.1027 6.0874 6.6818
C 4.4297 6.7854 7.8489
C 2.9367 7.0189 7.4761
C 2.5255 7.7011 6.1790
C 1.0328 7.3328 5.9214
C 2.6776 9.1817 6.4130
N 3.5030 7.2737 5.0514
O 3.2539 7.8291 3.7995
H 5.5186 8.7467 5.9188
H 6.8215 7.5891 5.7495
H 6.1820 8.3668 4.2996
H 6.1628 5.0982 4.6154
H 4.4308 4.9495 4.2720
H 5.4697 5.9415 3.2583
H 4.7993 5.0405 6.6782
H 6.1473 5.8962 6.9275
H 4.4145 6.2472 8.7967
H 4.7830 7.7944 8.0611
H 2.5744 7.6474 8.2896
H 2.3275 6.1160 7.5195
H 0.9293 6.2770 5.6712
H 0.6855 7.9030 5.0598
H 0.3681 7.3669 6.7845
H 3.6000 9.6330 6.7787
H 1.8969 9.5295 7.0895
H 2.3914 9.6329 5.4630
H 3.1254 8.7750 3.9005
C 1.3374 5.6314 -4.4879
C 2.7564 6.1009 -3.9978
C 2.5984 7.5487 -3.6152
C 3.2606 5.2146 -2.7569
C 4.7625 5.2458 -2.4859
C 5.6438 5.1077 -3.6863
C 5.2038 5.9371 -4.9635
C 5.6756 7.3738 -4.8427
C 6.0468 5.3841 -6.1250
N 3.7611 5.8019 -5.1203
O 3.3413 6.3202 -6.3856
H 0.6006 5.9286 -3.7417
H 1.2137 6.1558 -5.4355
H 1.1130 4.5939 -4.7359
H 3.4942 7.8591 -3.0774
H 2.3067 8.0987 -4.5100
H 1.7910 7.8481 -2.9470
H 2.7022 5.4502 -1.8509
H 2.9737 4.1699 -2.8767
H 4.9517 6.2436 -2.0898
H 5.0829 4.5375 -1.7219
H 5.7030 4.0329 -3.8574
H 6.6486 5.3507 -3.3409
H 6.7187 7.5357 -5.1146
H 5.5175 7.9214 -3.9136
H 5.0634 7.9384 -5.5459
H 5.9598 6.0572 -6.9779
H 5.6545 4.3895 -6.3374
H 7.0857 5.2508 -5.8235
H 2.5450 5.8501 -6.6436
C -1.6113 -6.7369 -11.8474
C -1.9746 -5.7312 -10.7453
C -0.7843 -4.7677 -10.4293
C -3.2871 -4.9376 -11.3163
C -3.8912 -4.1485 -10.1323
C -4.2601 -4.9855 -8.9562
C -3.2198 -5.9023 -8.3888
C -2.4230 -5.1282 -7.3050
C -3.9771 -7.0051 -7.6147
N -2.4073 -6.5244 -9.5184
O -1.4007 -7.4850 -9.1222
H -2.3442 -7.5436 -11.8631
H -1.6965 -6.4652 -12.8995
H -0.6956 -7.2808 -11.6152
H -1.2488 -3.8068 -10.2080
H -0.1482 -5.0604 -9.5940
H -0.1262 -4.5106 -11.2593
H -2.9724 -4.2464 -12.0981
H -4.0769 -5.6363 -11.5918
H -3.2013 -3.3273 -9.9381
H -4.8549 -3.7910 -10.4949
H -5.2270 -5.4504 -9.1487
H -4.5613 -4.2926 -8.1705
H -3.0241 -4.6750 -6.5168
H -2.0634 -4.1821 -7.7095
H -1.6900 -5.8228 -6.8947
H -3.3617 -7.7810 -7.1594
H -4.7090 -7.4655 -8.2783
H -4.5610 -6.5558 -6.8114
H -1.7377 -8.2573 -9.5821
C -5.6433 -3.8576 8.7204
O -4.5669 -3.2901 7.9469
C -3.9350 -4.1639 7.0791
C -3.6971 -3.5509 5.6625
C -4.9169 -2.7581 5.1185
N -3.3458 -4.4793 4.5997
H -5.9181 -3.1599 9.5116
H -5.3476 -4.7735 9.2319
H -6.5397 -4.0526 8.1318
H -2.9812 -4.4990 7.4866
H -4.4603 -5.1082 6.9358
H -2.8315 -2.8893 5.6966
H -5.1174 -1.9748 5.8495
H -5.8834 -3.2619 5.1144
H -4.7573 -2.3113 4.1372
H -2.4273 -4.7947 4.8773
H -3.3467 -4.0230 3.6987
C -0.6899 -3.8359 -0.2505
O -0.3375 -2.8182 0.6919
C 0.7510 -2.0249 0.4682
C 1.1818 -1.1910 1.7224
C 2.2742 -0.1282 1.5966
N 1.5430 -2.0945 2.8694
H -0.8507 -3.3356 -1.2055
H -1.6428 -4.3441 -0.1031
H 0.0787 -4.5837 -0.0553
H 1.5437 -2.6772 0.1018
H 0.4805 -1.3585 -0.3509
H 0.3126 -0.6272 2.0612
H 2.6573 0.1768 2.5704
H 1.9682 0.7835 1.0833
H 3.1552 -0.5580 1.1200
H 2.1366 -2.8242 2.5018
H 0.8057 -2.7474 3.0936
O 0.4058 0.6126 6.7523
C 1.2365 1.0417 7.7846
C 0.5886 0.8266 9.1583
O 0.1409 2.0071 9.6782
H 0.9212 -0.1270 6.4222
H 2.1871 0.5102 7.7392
H 1.3998 2.1084 7.6314
H 1.1794 0.3457 9.9379
H -0.2213 0.1305 8.9402
H -0.7966 1.8048 9.7191
O 1.1458 -6.1985 4.8405
C 2.1873 -7.0536 4.6843
C 2.3403 -7.3824 3.1484
O 2.8430 -6.3880 2.4272
H 1.2334 -5.8086 5.7133
H 3.0946 -6.5111 4.9500
H 2.0532 -7.9532 5.2850
H 1.4259 -7.7410 2.6757
H 3.0997 -8.1600 3.0653
H 2.6648 -6.6485 1.5206
O 6.9815 -2.7979 -1.6316
C 6.9673 -3.0895 -0.1750
C 7.9477 -4.2796 0.1299
O 7.3530 -5.4161 -0.3227
H 6.3878 -2.0569 -1.7732
H 7.3690 -2.1719 0.2550
H 6.0004 -3.4354 0.1905
H 8.2108 -4.2082 1.1852
H 8.9252 -4.3577 -0.3460
H 7.3166 -5.1618 -1.2477
O 6.4408 0.3218 6.2191
C 6.1291 -1.0322 6.1610
C 6.6918 -1.5630 4.8438
O 8.0883 -1.5255 4.8645
H 7.3824 0.4462 6.3586
H 6.5037 -1.4999 7.0715
H 5.0896 -1.3043 6.3435
H 6.2503 -0.9668 4.0453
H 6.3607 -2.5986 4.7656
H 8.2354 -0.6846 5.3036
O -3.5428 2.7031 1.4279
C -2.1057 2.3761 1.4855
C -1.6585 2.7011 2.9173
O -2.4682 1.8868 3.7969
H -3.8407 2.3278 2.2598
H -2.0288 1.3401 1.1555
H -1.5061 3.0080 0.8303
H -1.6387 3.7779 3.0853
H -0.5938 2.4686 2.9337
H -1.9409 1.8141 4.5958
```

Properties
SMILES string = CC1(C)CCCC(C)(C)N1O.CC1(C)CCCC(C)(C)N1O.CC1(C)CCCC(C)(C)N1O.CC1(C)CCCC(C)(C)N1O.COC[C@H](C)N.COC[C@H](C)N.OCCO.OCCO.OCCO.OCCO.OCCO
Largest force on an atom = 0.0838 Eh/bohr
Multiplicity = 1
HOMO = -7.73 eV
Gap between HOMO and LUMO = 7.82 eV
E = -3666.0216 a.u.

Mulliken atomic charge list, values in e, 5 entries: -1.683, 1.403, -1.883, -1.140, -0.730

> Which formula does entry 5 have?

C6H9N2O2